ORCA calculation (wB97M-V/def2-TZVPD) on a cluster of 2 separate species, C29H38BrN2 in total.

Each line ends with the Mulliken charge.
Cartesian coordinates (Å):
C1 -4.334 1.551 3.495  -1.46
C2 -3.594 0.558 2.650  0.47
C3 -2.745 -0.399 3.207  -1.08
C4 -2.061 -1.328 2.415  1.88
C5 -1.267 -2.382 3.154  -1.75
C6 -2.185 -1.235 1.010  0.27
C7 -1.446 -2.157 0.049  0.00
C8 -2.083 -3.560 0.116  -1.59
C9 0.082 -2.142 0.243  -1.42
C10 0.710 -0.823 0.473  1.20
C11 2.031 -0.699 0.980  0.19
C12 2.547 0.632 1.189  0.90
C13 1.780 1.876 0.842  -1.23
C14 3.783 0.823 1.796  -1.09
C15 4.563 -0.233 2.260  0.47
C16 5.893 0.013 2.901  -1.46
C17 4.036 -1.523 2.165  -1.11
C18 2.847 -1.803 1.499  1.24
C19 2.486 -3.261 1.576  -1.63
C20 -3.098 -0.326 0.451  0.83
C21 -3.379 -0.316 -1.031  -1.75
C22 -3.784 0.563 1.269  -0.97
H1 -4.767 2.319 2.846  0.37
H2 -5.155 1.088 4.059  0.29
H3 -3.668 2.037 4.218  0.37
H4 -2.626 -0.456 4.293  0.46
H5 -1.362 -3.393 2.740  0.22
H6 -0.196 -2.140 3.249  0.24
H7 -1.657 -2.437 4.183  0.49
H8 -1.602 -1.812 -0.981  0.31
H9 -3.130 -3.478 -0.198  0.41
H10 -1.585 -4.266 -0.560  0.45
H11 -2.081 -3.968 1.135  0.21
H12 0.269 -2.757 1.130  0.26
H13 0.574 -2.652 -0.613  0.84
H14 0.009 0.029 0.677  -0.21
H15 2.276 2.744 1.311  0.46
H16 1.727 2.073 -0.241  0.18
H17 0.762 1.839 1.249  0.22
H18 4.162 1.835 1.960  0.37
H19 6.267 -0.895 3.381  0.38
H20 6.626 0.335 2.154  0.33
H21 5.831 0.805 3.654  0.37
H22 4.594 -2.333 2.637  0.32
H23 3.403 -3.845 1.756  0.51
H24 1.850 -3.440 2.463  0.34
H25 2.024 -3.701 0.684  0.41
H26 -4.082 0.500 -1.262  0.38
H27 -2.468 -0.136 -1.624  0.35
H28 -3.843 -1.264 -1.354  0.32
H29 -4.490 1.259 0.809  0.31
C23 0.028 2.474 -6.263  -1.02
N1 0.023 2.867 -4.866  0.07
C24 -0.237 4.281 -4.695  -1.21
C25 0.096 2.036 -3.785  0.92
C26 0.904 0.855 -3.781  -0.63
Br1 2.246 0.540 -5.141  -0.18
C27 0.901 0.008 -2.668  -0.57
N2 0.189 0.274 -1.542  0.54
C28 -0.517 1.428 -1.518  -0.85
C29 -0.567 2.338 -2.580  -0.60
H30 0.291 1.418 -6.371  0.40
H31 -0.966 2.675 -6.707  0.30
H32 0.770 3.112 -6.767  0.32
H33 0.096 4.621 -3.709  0.40
H34 0.323 4.812 -5.474  0.36
H35 -1.303 4.531 -4.819  0.36
H36 1.492 -0.917 -2.683  0.42
H37 -1.084 1.671 -0.611  0.48
H38 -1.134 3.258 -2.482  0.58

Values from the calculation:
Total charge: +1
HOMO level (eV): -10.98
Gap between HOMO and LUMO (eV): 6.791
Energy relative to the best compared isomer or geometry (same formula, charge and spin) (eV): 0.4097
Calculated total energy (Eh): -3811.1078

---

ORCA calculation (wB97M-V/def2-TZVPD) on a structure of composition C38H48BrMgN2O2PS2SeSi.

Each line ends with the Mulliken charge.
Cartesian coordinates (Å):
Mg1 -0.760 0.583 -0.150  -0.04
C1 3.736 -0.042 0.340  -1.03
O1 2.591 0.536 -0.238  0.35
C2 2.782 1.662 -0.981  0.24
C3 4.019 2.207 -1.237  -0.51
C4 4.103 3.364 -2.017  -0.66
Br1 5.834 4.102 -2.358  -0.31
C5 2.989 3.966 -2.525  -0.57
C6 1.724 3.418 -2.260  0.40
C7 1.575 2.247 -1.486  0.22
O2 0.431 1.699 -1.250  0.68
C8 0.565 4.120 -2.821  0.21
N1 0.652 5.099 -3.703  -0.84
C9 -0.649 5.497 -3.919  0.23
C10 -1.164 6.488 -4.755  -0.76
C11 -2.534 6.678 -4.776  -0.39
C12 -3.393 5.901 -3.981  -0.45
C13 -2.905 4.911 -3.146  -0.82
C14 -1.527 4.726 -3.134  0.74
N2 -0.719 3.856 -2.450  0.30
H1 4.448 -0.371 -0.426  0.45
H2 3.396 -0.901 0.909  -0.07
H3 4.239 0.663 1.013  0.50
H4 4.922 1.760 -0.850  0.51
H5 3.044 4.861 -3.129  0.59
H6 -2.957 1.534 -1.973  0.01
H7 -0.499 7.087 -5.366  0.41
H8 -2.958 7.442 -5.417  0.34
H9 -4.460 6.082 -4.023  0.38
H10 -3.548 4.305 -2.520  0.33
H11 -1.002 3.141 -1.784  -0.21
Se1 -2.995 1.893 -0.544  -0.72
S1 -2.196 -0.659 3.554  -0.51
P1 -0.465 0.269 3.601  0.96
S2 0.057 1.519 2.120  -0.68
C15 0.911 -0.934 3.839  0.70
C16 0.649 -2.216 4.307  -0.43
C17 1.688 -3.114 4.513  -0.47
C18 2.998 -2.735 4.256  -0.62
C19 3.265 -1.456 3.787  -0.37
C20 2.226 -0.561 3.577  -0.72
C21 -0.281 1.222 5.170  0.30
C22 0.600 2.295 5.261  -0.39
C23 0.774 2.961 6.467  -0.67
C24 0.066 2.561 7.592  -0.36
C25 -0.820 1.496 7.504  -0.56
C26 -0.994 0.831 6.298  -0.49
H12 -0.381 -2.507 4.477  0.32
H13 1.471 -4.118 4.857  0.39
H14 3.807 -3.440 4.405  0.35
H15 4.284 -1.159 3.566  0.37
H16 2.420 0.426 3.172  0.30
H17 1.132 2.617 4.374  0.36
H18 1.457 3.799 6.524  0.37
H19 0.199 3.083 8.533  0.34
H20 -1.384 1.186 8.376  0.37
H21 -1.697 0.011 6.209  0.31
C27 -3.496 -2.278 0.206  -1.62
C28 -2.791 -2.640 -1.110  2.75
C29 -2.955 -4.145 -1.354  -1.85
C30 -3.581 -1.911 -2.205  -2.02
Si1 -0.936 -1.971 -1.029  -1.36
C31 0.117 -3.288 0.002  3.22
C32 -0.616 -3.651 1.299  -1.90
C33 1.421 -2.612 0.445  -1.76
C34 0.481 -4.594 -0.713  -2.04
C35 -0.220 -1.936 -2.872  2.93
C36 -0.750 -0.680 -3.584  -1.47
C37 -0.526 -3.150 -3.756  -1.91
C38 1.304 -1.758 -2.823  -2.68
H22 -4.546 -2.603 0.160  0.55
H23 -3.490 -1.197 0.370  0.16
H24 -3.044 -2.738 1.083  0.31
H25 -4.025 -4.393 -1.422  0.53
H26 -2.538 -4.745 -0.544  0.28
H27 -2.482 -4.467 -2.284  0.24
H28 -4.643 -2.181 -2.121  0.60
H29 -3.256 -2.182 -3.211  0.32
H30 -3.512 -0.827 -2.094  0.12
H31 -0.934 -2.763 1.850  0.05
H32 0.061 -4.221 1.953  0.49
H33 -1.498 -4.268 1.124  0.34
H34 1.211 -1.712 1.029  -0.26
H35 2.046 -2.316 -0.397  0.27
H36 2.003 -3.296 1.081  0.58
H37 -0.401 -5.134 -1.061  0.29
H38 1.025 -5.256 -0.023  0.53
H39 1.129 -4.424 -1.575  0.36
H40 -1.835 -0.663 -3.674  0.22
H41 -0.331 -0.631 -4.600  0.54
H42 -0.443 0.229 -3.061  0.06
H43 -1.594 -3.249 -3.954  0.30
H44 -0.182 -4.087 -3.313  0.28
H45 -0.025 -3.040 -4.729  0.55
H46 1.585 -0.919 -2.180  0.42
H47 1.681 -1.544 -3.833  0.61
H48 1.820 -2.652 -2.467  0.28

Values from the calculation:
Total charge: -2
HOMO level (eV): -1.95
Gap between HOMO and LUMO (eV): 5.832
Energy relative to the best compared isomer or geometry (same formula, charge and spin) (eV): 0.0197
Calculated total energy (Eh): -8339.8751

---

ORCA calculation (wB97M-V/def2-TZVPD) on a cluster of 2 separate species, C10H17IN3O in total.

Each line ends with the Mulliken charge.
Cartesian coordinates (Å):
C1 -0.564 -3.021 1.918  -0.08
C2 -1.026 -3.586 0.753  -0.68
C3 -0.628 0.314 -1.412  -0.16
C4 -0.605 -0.127 -0.161  0.29
C5 -0.424 1.707 -1.787  -0.07
C6 -0.691 -1.418 0.405  0.18
C7 1.604 3.903 0.344  -1.14
C8 0.346 -0.861 2.698  -0.74
C9 -1.633 -2.847 -1.496  -0.80
C10 0.728 3.703 -0.842  -0.39
N1 -0.758 2.192 -2.913  -0.68
N2 -0.261 -1.723 1.673  0.26
N3 -1.175 -2.524 -0.154  0.19
O1 0.175 2.382 -0.742  -0.30
I1 3.049 -2.480 -0.159  -0.06
H1 -0.385 -3.316 2.963  0.36
H2 -1.602 -4.414 0.480  0.39
H3 -0.895 -0.315 -2.322  0.26
H4 -0.296 0.616 0.677  0.30
H5 0.981 3.953 1.238  0.30
H6 2.524 3.119 0.275  0.21
H7 2.000 4.898 0.412  0.44
H8 1.255 -0.383 2.406  0.34
H9 -0.486 -0.067 3.015  0.36
H10 0.579 -1.596 3.573  0.20
H11 -2.256 -3.777 -1.531  0.28
H12 -2.179 -1.824 -1.943  0.24
H13 -0.787 -2.962 -2.060  0.45
H14 1.042 3.891 -1.874  0.40
H15 -0.078 4.392 -0.696  0.31
H16 -0.612 3.161 -3.053  0.25
H17 3.062 -0.991 0.316  0.09

Values from the calculation:
Total charge: +1
HOMO level (eV): -12.69
Gap between HOMO and LUMO (eV): 8.750
Energy relative to the best compared isomer or geometry (same formula, charge and spin) (eV): 0.4572
Calculated total energy (Eh): -928.1250

---

ORCA calculation (wB97M-V/def2-TZVPD) on a structure of composition C18H18Cl3N3PPdSSe2.

Each line ends with the Mulliken charge.
Cartesian coordinates (Å):
Pd1 1.022 0.292 0.464  -0.34
Se1 -0.139 -0.020 3.140  -0.53
P1 0.528 1.861 2.303  0.82
Se2 -0.343 2.677 0.497  -0.52
C1 2.370 1.886 2.212  0.12
C2 3.044 2.415 1.112  -0.06
C3 4.432 2.379 1.059  -0.49
C4 5.160 1.816 2.097  -0.42
C5 4.496 1.306 3.206  -0.59
C6 3.110 1.348 3.267  -0.75
C7 0.268 3.156 3.604  0.33
C8 -0.550 2.947 4.706  -0.22
C9 -0.760 3.967 5.630  -0.57
C10 -0.148 5.200 5.459  -0.39
C11 0.680 5.413 4.361  -0.60
C12 0.883 4.398 3.437  -0.44
H1 2.476 2.860 0.310  0.37
H2 4.946 2.772 0.190  0.38
H3 6.243 1.779 2.046  0.36
H4 5.059 0.881 4.030  0.38
H5 2.583 0.947 4.124  0.35
H6 -1.010 1.973 4.832  0.27
H7 -1.401 3.796 6.489  0.36
H8 -0.314 5.995 6.178  0.35
H9 1.164 6.374 4.227  0.36
H10 1.518 4.566 2.575  0.34
C13 2.142 -2.347 1.328  -0.48
N1 2.286 -2.760 -0.054  0.23
C14 1.680 -4.016 -0.470  -0.53
C15 1.802 -3.978 -1.995  -0.61
N2 2.024 -2.560 -2.226  -0.16
C16 2.402 -1.898 -1.097  0.07
S1 2.981 -0.327 -1.084  -0.39
H11 2.826 -2.902 1.976  0.25
H12 1.117 -2.501 1.657  0.31
H13 2.350 -1.271 1.402  -0.05
H14 0.633 -4.054 -0.150  0.30
H15 2.207 -4.862 -0.026  0.35
H16 0.891 -4.324 -2.480  0.31
H17 2.642 -4.581 -2.352  0.31
H18 2.309 -2.183 -3.111  0.25
Cl1 -3.622 0.042 1.318  -0.05
C17 -3.128 -0.352 -0.323  0.75
Cl2 -3.415 1.015 -1.403  -0.09
Cl3 -4.119 -1.756 -0.914  -0.17
C18 -1.734 -0.749 -0.358  -0.24
N3 -0.625 -1.052 -0.405  -0.23

Values from the calculation:
Total charge: -1
HOMO level (eV): -3.12
Gap between HOMO and LUMO (eV): 5.560
Calculated total energy (Eh): -7911.9334

---

ORCA calculation (wB97M-V/def2-TZVPD) on a structure of composition C33H60O30.

Each line ends with the Mulliken charge.
Cartesian coordinates (Å):
C1 -2.183 -0.483 -0.121  -0.77
C2 -0.785 -0.381 0.548  1.53
C3 0.396 -0.552 -0.392  0.24
O1 1.247 0.526 -0.038  0.11
C4 0.628 1.372 0.793  -0.12
O2 1.169 2.333 1.273  0.30
O3 -0.617 1.007 1.030  -1.00
H1 -2.324 0.363 -0.794  -0.59
H2 -2.901 -0.324 0.684  -1.41
H3 -2.337 -1.391 -0.703  0.71
H4 -0.637 -1.086 1.366  0.63
H5 0.158 -0.399 -1.445  0.67
H6 1.002 -1.436 -0.199  0.07
C5 -0.746 1.906 -0.916  1.65
C6 -0.701 2.723 -2.198  -0.25
C7 0.471 3.641 -2.191  0.56
O4 1.018 3.577 -3.543  -0.48
C8 0.593 2.361 -4.153  0.23
O5 0.978 1.907 -5.190  -0.40
O6 -0.313 1.817 -3.288  -0.15
H7 0.104 1.231 -0.811  -0.41
H8 -1.673 1.333 -0.927  -0.54
H9 -0.656 2.466 0.015  -0.47
H10 -1.635 3.231 -2.437  0.60
H11 1.153 3.455 -1.361  0.50
H12 0.209 4.688 -2.036  0.26
C9 -2.864 -2.843 0.335  0.25
C10 -4.198 -3.656 0.218  0.08
C11 -4.832 -4.003 -1.153  -0.23
O7 -5.181 -5.337 -1.093  -0.40
C12 -4.441 -5.935 -0.072  0.48
O8 -4.392 -7.158 0.080  -0.59
O9 -3.876 -4.981 0.666  -0.47
H13 -3.040 -1.804 0.613  -0.80
H14 -2.383 -2.689 -0.631  0.68
H15 -2.165 -3.287 1.044  0.31
H16 -4.968 -3.278 0.891  0.41
H17 -4.045 -3.865 -1.894  0.26
H18 -5.669 -3.330 -1.339  0.35
C13 1.859 3.941 0.359  -0.58
O10 0.887 4.650 -0.349  -0.40
C14 -0.426 4.633 -0.036  0.64
O11 -1.355 4.611 -0.852  -0.61
O12 -0.601 4.621 1.303  -0.33
C15 -1.950 4.418 1.810  -0.71
H19 1.729 3.596 1.385  0.39
H20 2.806 4.472 0.455  0.52
H21 2.156 3.048 -0.191  -0.67
H22 -2.520 5.232 1.364  0.44
H23 -1.993 4.474 2.897  0.22
H24 -2.464 3.511 1.490  0.18
C16 3.095 -1.437 -0.737  -0.10
O13 3.863 -1.599 0.453  -0.37
C17 3.836 -2.790 1.141  0.70
O14 3.626 -3.889 0.561  -0.60
O15 4.350 -2.595 2.393  -0.36
C18 4.550 -3.774 3.269  -0.74
H25 2.708 -2.373 -1.141  -0.58
H26 3.763 -1.005 -1.482  0.89
H27 2.318 -0.735 -0.436  0.22
H28 4.978 -4.691 2.864  0.31
H29 3.704 -4.195 3.812  0.27
H30 5.231 -3.446 4.054  0.35
C19 -6.022 -0.489 -3.160  -0.70
O16 -5.557 0.028 -1.933  -0.33
C20 -5.247 -0.741 -0.897  0.90
O17 -5.051 -1.975 -0.956  -0.45
O18 -5.047 0.004 0.234  -0.28
C21 -4.371 -0.521 1.287  -0.88
H31 -6.634 -1.384 -3.049  0.31
H32 -5.121 -0.708 -3.732  0.29
H33 -6.606 0.325 -3.589  0.26
H34 -4.320 -1.592 1.488  0.40
H35 -4.674 0.015 2.187  0.57
H36 -3.311 -0.269 1.287  0.81
C22 0.241 3.825 6.085  -0.66
O19 -1.017 3.478 5.502  -0.35
C23 -1.264 2.640 4.498  0.63
O20 -2.405 2.200 4.266  -0.61
O21 -0.180 2.422 3.809  -0.19
C24 -0.046 1.615 2.626  -0.40
H37 0.052 3.972 7.149  0.31
H38 0.698 4.642 5.528  0.26
H39 0.965 3.010 6.106  0.26
H40 0.987 1.525 2.291  0.11
H41 -0.353 2.327 1.859  -1.14
H42 -0.564 0.661 2.533  0.55
C25 2.984 2.067 -4.257  -0.74
O22 2.509 2.521 -2.987  -0.23
C26 3.336 2.763 -1.942  0.31
O23 4.442 3.323 -2.002  -0.60
O24 2.593 2.437 -0.813  0.94
C27 3.270 2.446 0.394  -2.24
H43 3.574 2.735 -4.885  0.26
H44 2.138 1.635 -4.791  0.28
H45 3.679 1.246 -4.079  0.31
H46 3.831 3.352 0.623  0.39
H47 3.906 1.562 0.376  0.65
H48 2.565 2.369 1.223  0.18
C28 0.630 0.262 -3.238  0.43
O25 1.790 -0.429 -3.765  -0.49
C29 1.998 -1.656 -3.204  0.83
O26 1.300 -2.396 -2.526  -0.59
O27 3.219 -1.924 -3.495  -0.43
C30 3.956 -3.069 -2.899  -0.44
H49 0.611 0.411 -2.158  0.27
H50 -0.225 -0.321 -3.579  0.88
H51 0.568 1.240 -3.716  -0.65
H52 3.355 -3.965 -3.055  0.32
H53 4.208 -2.998 -1.841  0.15
H54 4.961 -3.083 -3.319  0.35
C31 1.400 -2.137 4.102  -0.72
O28 1.283 -3.224 3.224  -0.48
C32 1.259 -2.968 1.944  -0.08
O29 1.034 -1.855 1.423  0.25
O30 1.519 -4.026 1.306  -0.43
C33 1.338 -4.072 -0.112  -0.40
H55 1.301 -2.453 5.140  0.36
H56 0.541 -1.504 3.881  0.21
H57 2.332 -1.572 4.089  0.27
H58 0.288 -4.177 -0.387  0.13
H59 1.953 -4.828 -0.601  0.48
H60 1.684 -3.116 -0.505  -0.29

Values from the calculation:
Total charge: 0
HOMO level (eV): -8.04
Gap between HOMO and LUMO (eV): 8.199
Energy relative to the best compared isomer or geometry (same formula, charge and spin) (eV): 53.5413
Calculated total energy (Eh): -3548.7059

---

ORCA calculation (wB97M-V/def2-TZVPD) on an isolated molecule of C6H6S3.

Each line ends with the Mulliken charge.
Cartesian coordinates (Å):
C1 -0.892 0.601 -0.893  -0.65
C2 -0.131 1.580 -0.328  -0.19
C3 -0.870 -0.878 -1.124  -0.17
C4 -0.242 -1.923 -0.167  -0.10
C5 0.474 -1.455 1.041  -0.52
C6 0.940 1.343 0.507  0.29
S1 -2.062 -1.999 -0.278  -0.14
S2 1.712 -0.207 0.725  -0.15
S3 1.570 2.642 1.512  -0.20
H1 -1.829 0.925 -1.242  0.35
H2 -0.575 2.631 -0.474  0.22
H3 -0.744 -1.024 -2.311  0.35
H4 0.168 -2.830 -0.701  0.39
H5 -0.115 -1.239 1.920  0.38
H6 2.596 1.833 1.813  0.13

Values from the calculation:
Total charge: 0
HOMO level (spin up / spin down) (eV): -7.18 / -9.06
Gap between HOMO and LUMO (spin up / spin down) (eV): 5.929 / 8.321
Energy relative to the best compared isomer or geometry (same formula, charge and spin) (eV): 3.0201
Calculated total energy (Eh): -1426.6171